Here is one molecule with the formula C4H5NO2 from the Open Molecules 2025 dataset. Energies are from ωB97M-V/def2-TZVPD.

ΔE to the lowest compared entry with this formula, charge and spin: 123.8 kJ/mol
structure (SMILES): [H]/N=C(\C=C)C(=O)O

Geometry (Å):
C1 1.245 -0.315 -0.027
C2 -1.160 0.183 -0.067
H1 -1.926 0.916 -0.292
N1 0.529 1.797 -0.907
H2 -0.243 2.440 -1.083
C3 0.206 0.659 -0.492
C4 -1.528 -1.029 0.333
O1 2.031 0.198 0.924
H3 -0.819 -1.787 0.618
H4 2.790 -0.388 1.079
O2 1.442 -1.381 -0.556
H5 -2.566 -1.293 0.470

Here is one molecule with the formula CH5NO3Si from the Open Molecules 2025 dataset. Energies are from ωB97M-V/def2-TZVPD.

ΔE to the lowest compared entry with this formula, charge and spin: 201.9 kJ/mol
structure (SMILES): [O-]/[N+](=C\O)O[SiH3]

Geometry (Å):
H1 2.599 -1.847 0.319
Si1 1.711 -0.558 0.082
O1 -1.966 -1.015 0.054
N1 -0.853 -0.433 -0.063
O2 0.270 -1.181 -0.251
H2 2.137 0.191 -1.107
O3 -1.803 1.554 0.141
H3 1.053 0.192 1.276
C1 -0.767 0.850 -0.205
H4 -2.486 0.846 0.215
H5 0.104 1.401 -0.461

Here is a 3-piece molecular cluster, C4H14O4 overall from the Open Molecules 2025 dataset. Energies are from ωB97M-V/def2-TZVPD.

ΔE to the lowest compared entry with this formula, charge and spin: 156.8 kJ/mol
structure (SMILES): OCCCCO.O.O

Geometry (Å):
C1 -0.031 -1.089 -0.976
H1 1.772 -1.036 0.773
O1 0.840 0.081 2.227
H2 0.083 -1.961 -0.347
H3 0.898 -0.119 -2.666
H4 0.730 -1.804 -2.924
H5 -0.561 1.936 2.119
H6 2.222 -2.063 -1.124
C2 0.242 0.108 -0.048
H7 0.427 1.080 -0.642
O2 -1.419 2.249 2.109
H8 -2.632 1.191 -0.466
C3 1.398 -0.044 0.871
C4 0.841 -1.071 -2.167
H9 -3.794 1.837 0.254
H10 -0.538 0.207 0.783
H11 1.307 -0.678 2.691
H12 -1.029 -0.910 -1.372
O3 -3.238 1.109 0.339
O4 2.166 -1.291 -1.756
H13 2.270 0.621 0.722
H14 -1.954 1.647 1.600

Here is C39H76BeF3O22 as an isolated structure from the Open Molecules 2025 dataset. Energies are from ωB97M-V/def2-TZVPD.

charge: +1

Geometry (Å):
O1 4.908 -3.465 -5.843
H1 -10.013 3.617 10.146
O2 8.315 -0.307 4.702
H2 -0.048 -1.407 -2.452
H3 6.260 3.568 -3.160
H4 3.633 -8.300 6.843
C1 2.839 -3.471 7.917
C2 4.531 -7.798 7.202
C3 0.702 7.111 -8.514
H5 0.323 1.576 -3.025
O3 -4.228 -6.705 -5.622
F1 -1.247 -1.892 1.607
H6 -1.248 8.098 6.728
C4 -0.466 -9.747 2.496
H7 8.941 7.741 0.857
O4 6.136 -1.903 -6.930
H8 5.112 -7.561 6.310
H9 -4.006 7.427 7.278
C5 -8.391 1.216 8.611
H10 -7.635 -1.088 6.905
H11 6.091 -2.501 -4.530
H12 9.898 3.060 6.530
H13 -4.858 -4.065 -7.161
O5 3.152 -5.579 6.293
H14 -9.061 2.241 -4.317
H15 5.365 5.035 -2.779
H16 0.621 0.299 -4.327
H17 -6.333 0.024 7.158
Be1 3.000 5.114 4.132
O6 7.983 6.370 -0.343
F2 -2.181 -0.627 0.084
O7 6.931 1.495 5.030
O8 -8.287 0.913 7.307
H18 -9.818 3.846 -6.127
H19 7.610 -2.147 4.396
H20 -7.301 1.238 -5.518
C6 -4.004 -5.893 -6.757
H21 -6.042 3.866 -6.109
O9 4.214 -2.894 -7.815
O10 -1.382 5.882 6.443
H22 -2.346 5.599 8.843
H23 0.673 9.132 -9.175
H24 -1.819 4.000 7.031
C7 7.349 -1.162 4.009
H25 -9.464 2.223 -6.655
H26 2.767 -2.928 8.860
C8 -7.071 2.271 -5.258
C9 5.163 -2.686 -6.889
H27 7.239 -0.977 2.941
O11 -7.991 3.733 -6.866
O12 0.278 0.195 -1.020
C10 7.938 7.378 0.629
H28 -0.441 -12.540 1.520
H29 -2.470 -9.156 1.875
H30 5.389 3.689 -1.651
C11 -7.362 -0.037 6.805
O13 5.800 5.796 0.000
H31 -9.180 2.293 10.832
H32 -3.026 -5.973 -7.231
O14 2.503 8.611 -8.457
C12 -5.001 -4.664 -5.069
H33 8.194 3.116 6.408
H34 3.479 -2.933 7.218
H35 0.685 6.709 -7.501
H36 -8.180 3.855 -4.435
C13 -0.331 -11.537 1.109
H37 3.533 7.718 -10.091
H38 1.396 -0.980 -2.292
H39 7.250 8.123 0.230
H40 6.302 -0.995 4.263
H41 -7.338 0.102 5.724
C14 8.003 0.904 5.225
H42 1.821 -3.643 7.568
C15 1.877 6.426 -9.324
H43 -10.763 2.003 10.032
C16 3.601 -5.633 7.451
O15 0.470 0.537 1.241
H44 -2.460 7.576 5.598
H45 3.959 -1.093 -8.634
H46 6.664 -4.159 -4.902
H47 -3.390 -5.812 -4.005
H48 3.484 -2.501 -9.693
H49 -0.942 0.549 -3.792
H50 -6.078 -4.607 -5.227
H51 -0.349 -9.505 3.552
C17 3.040 7.465 -9.153
H52 7.519 6.932 1.531
H53 5.213 -1.919 -9.321
H54 -2.461 -10.656 2.713
H55 -2.778 7.757 8.562
H56 -5.039 -6.443 -3.743
C18 -9.824 2.554 9.992
H57 0.881 9.164 -7.475
C19 1.098 8.556 -8.353
C20 0.084 0.590 -3.425
C21 0.227 -0.482 0.250
O16 -9.193 2.250 8.712
C22 -6.709 3.104 -6.512
H58 8.866 2.143 7.650
C23 5.998 4.255 -2.355
O17 7.090 4.926 -1.705
H59 -6.348 2.299 -4.442
H60 -6.386 2.495 -7.356
C24 0.445 -0.448 -2.288
O18 0.372 -10.915 2.194
C25 -1.635 -10.843 0.802
O19 3.530 -4.638 8.326
H61 1.558 6.419 -10.366
H62 0.226 -11.616 0.175
H63 1.090 -1.140 0.147
H64 -0.251 7.057 -9.040
H65 5.368 -4.113 -3.874
C26 -4.377 -5.940 -4.448
C27 9.014 2.427 6.609
C28 -1.952 7.292 6.520
H66 -4.779 -3.897 -4.327
C29 -2.407 4.903 6.869
H67 5.140 -8.468 7.808
C30 5.793 -3.536 -4.696
H68 2.151 5.406 -9.053
C31 4.197 -2.101 -8.972
C32 -4.257 -4.512 -6.368
H69 3.880 7.010 -8.628
C33 -3.060 5.657 8.022
C34 -9.024 3.102 -6.183
O20 9.065 1.335 5.801
O21 4.247 -6.653 7.975
O22 -7.896 0.616 9.540
H70 -2.304 -11.657 0.523
F3 -1.044 -2.391 -0.419
H71 -4.689 -6.224 -7.538
C35 -1.887 -10.070 1.995
H72 -1.548 -10.103 0.007
H73 -3.316 -3.998 -6.175
C36 -1.056 -1.328 0.400
C37 -3.022 7.175 7.673
C38 -8.374 2.877 -4.876
H74 -3.078 4.700 6.034
H75 -0.056 -8.849 2.032
C39 6.884 5.658 -0.604
H76 -4.056 5.410 8.390

| no. | energy (Eh) | maximum force (eV/A) | orbital gap (eV) |
| --- | --- | --- | --- |
| 1 | -360.6223 | 2.95 | 10.34 |
| 2 | -610.9204 | 3.35 | 9.03 |
| 3 | -461.6966 | 3.81 | 10.98 |
| 4 | -3500.3801 | 5.62 | 0.98 |